a:
Molecular formula: C5H14
Method: DFT, wB97M-V/def2-TZVPD

Positions of all 19 atoms, in Å:
1 C 1.9259 -0.7453 -0.0435
2 C 3.2147 -0.0545 0.3697
3 C 0.7616 -0.5931 0.9770
4 H 1.5666 -0.3802 -0.9997
5 H 2.1294 -1.8097 -0.1523
6 H 3.5468 -0.3899 1.3479
7 H 0.4255 -1.5962 1.2553
8 H 1.0835 -0.1116 1.8981
9 H 3.0817 1.0239 0.4434
10 H 3.9494 -0.1996 -0.4265
11 H -0.0846 -0.0531 0.5599
12 C -3.0020 0.7044 0.0778
13 C -2.7016 0.6072 -1.3968
14 H -2.3235 0.1304 0.6990
15 H -2.9906 1.7210 0.4650
16 H -3.9608 0.3058 0.3988
17 H -1.7373 1.0827 -1.6054
18 H -2.7536 -0.4002 -1.7793
19 H -3.3541 1.2206 -1.9921

The LUMO energy is 0.04163 Ha. As for the SMILES: CCC.CC.

Formally, the natural (NBO) partial charges of the atoms, in units of the elementary charge, are as follows: C -0.395; C -0.602; C -0.614; H 0.196; H 0.192; H 0.202; H 0.206; H 0.202; H 0.199; H 0.208; H 0.207; C -0.610; C -0.610; H 0.202; H 0.203; H 0.202; H 0.202; H 0.207; H 0.204


b:
Molecular formula: C5H14
Method: DFT, wB97M-V/def2-TZVPD

Positions of all 19 atoms, in Å:
1 C -1.0083 1.0418 0.2629
2 C -1.8094 0.7412 -0.9574
3 C -0.1998 2.2790 -0.1056
4 H -0.2323 0.2651 0.6292
5 H -1.6093 1.2499 1.1437
6 H -2.7024 1.4509 -1.0552
7 H -1.1906 0.7847 -1.8739
8 H -0.6467 2.8215 -0.9543
9 H -2.2072 -0.2805 -1.0712
10 H 0.8354 2.0166 -0.3254
11 H -0.1658 3.0306 0.6298
12 C 0.8412 -2.2452 0.0637
13 C 1.9004 -1.5854 0.8167
14 H 0.2493 -3.0707 0.5171
15 H 0.0505 -1.6948 -0.3532
16 H 1.2770 -2.8119 -0.7492
17 H 2.7506 -2.1853 1.3444
18 H 1.4451 -1.0509 1.7090
19 H 2.4220 -0.7565 0.3289

The LUMO energy is 0.04170 Ha. As for the SMILES: CCC.CC.

Formally, the natural (NBO) partial charges of the atoms, in units of the elementary charge, are as follows: C -0.420; C -0.614; C -0.605; H 0.204; H 0.202; H 0.211; H 0.205; H 0.200; H 0.206; H 0.204; H 0.205; C -0.632; C -0.623; H 0.210; H 0.215; H 0.203; H 0.216; H 0.199; H 0.212


Structures ranked by computed energy, the most stable listed first: a, b.


a:
Molecular formula: C5H14
Method: DFT, wB97M-V/def2-TZVPD

Positions of all 19 atoms, in Å:
1 C -0.5356 0.5763 -1.1424
2 C 0.2777 -0.6993 -1.3914
3 C -0.8530 1.4048 -2.3692
4 H -1.4673 0.3472 -0.7457
5 H 0.0870 1.1780 -0.3975
6 H 0.5643 -0.8240 -2.5500
7 H -0.2771 -1.6298 -1.2444
8 H -0.1808 1.1623 -3.1271
9 H -1.8477 1.2463 -2.6527
10 H 1.2803 -0.6229 -0.9813
11 H -0.9661 2.5204 -2.2113
12 C 0.7392 -1.0462 1.8238
13 C 0.1336 -0.1179 2.8448
14 H 0.8118 -1.9928 2.1956
15 H 0.3121 -1.0698 0.9820
16 H 1.7968 -0.5338 1.6186
17 H -0.7315 -0.7385 3.3999
18 H -0.1057 0.7868 2.3871
19 H 0.9621 0.0531 3.5614

The LUMO energy is 0.04105 Ha. As for the SMILES: CCC.CC.

Formally, the natural (NBO) partial charges of the atoms, in units of the elementary charge, are as follows: C -0.414; C -0.623; C -0.602; H 0.202; H 0.194; H 0.191; H 0.218; H 0.204; H 0.203; H 0.220; H 0.206; C -0.554; C -0.595; H 0.197; H 0.185; H 0.172; H 0.194; H 0.203; H 0.201


b:
Molecular formula: C5H14
Method: DFT, wB97M-V/def2-TZVPD

Positions of all 19 atoms, in Å:
1 C 0.6353 1.0469 1.6117
2 C 0.1471 2.0659 0.5896
3 C 1.5603 -0.0318 1.0592
4 H -0.2118 0.5886 2.1256
5 H 1.1642 1.5104 2.4501
6 H -0.8113 1.7511 0.1650
7 H 0.0269 3.0679 0.9864
8 H 1.1055 -1.0139 0.9417
9 H 2.3984 -0.2640 1.7257
10 H 0.7819 2.0157 -0.2989
11 H 2.0378 0.1814 0.1113
12 C -1.3064 -0.7374 -1.8367
13 C -0.8915 -1.9917 -1.0574
14 H -2.2921 -0.4180 -1.5332
15 H -0.5651 0.0290 -1.6649
16 H -1.3348 -0.8983 -2.9140
17 H -1.2231 -1.9054 -0.0234
18 H 0.1886 -2.0941 -1.0740
19 H -1.4099 -2.9020 -1.3637

The LUMO energy is 0.04382 Ha. As for the SMILES: CCC.CC.

Formally, the natural (NBO) partial charges of the atoms, in units of the elementary charge, are as follows: C -0.412; C -0.611; C -0.617; H 0.201; H 0.199; H 0.205; H 0.214; H 0.207; H 0.209; H 0.203; H 0.202; C -0.606; C -0.608; H 0.202; H 0.203; H 0.202; H 0.200; H 0.204; H 0.204


Structures ranked by computed energy, the most stable listed first: b, a.


a:
Molecular formula: C5H14
Method: DFT, wB97M-V/def2-TZVPD

Positions of all 19 atoms, in Å:
1 C 1.6887 0.5974 -1.0251
2 C 2.1452 1.5727 -2.1210
3 H 2.4879 -0.0883 -0.7199
4 H 1.7316 1.2845 -0.1701
5 H 0.7599 0.0942 -1.2394
6 H 2.5017 1.0565 -3.0336
7 H 3.0143 2.1611 -1.8691
8 H 1.2528 2.0630 -2.5036
9 C -1.7552 -0.8266 1.4894
10 C -1.9958 -0.2564 0.1097
11 C -0.2752 -1.1692 1.7270
12 H -2.2847 -0.2231 2.2413
13 H -2.3517 -1.7234 1.6917
14 H -1.1019 0.1682 -0.3343
15 H -2.8468 0.4173 0.0052
16 H 0.3919 -0.5668 1.1198
17 H 0.0635 -1.1382 2.7556
18 H -2.2799 -1.0873 -0.5531
19 H -0.1852 -2.1968 1.3561

The LUMO energy is 0.04080 Ha. As for the SMILES: CCC.CC.

Formally, the natural (NBO) partial charges of the atoms, in units of the elementary charge, are as follows: C -0.621; C -0.611; H 0.204; H 0.209; H 0.210; H 0.193; H 0.210; H 0.208; C -0.412; C -0.614; C -0.610; H 0.199; H 0.196; H 0.204; H 0.213; H 0.206; H 0.213; H 0.202; H 0.203


b:
Molecular formula: C5H14
Method: DFT, wB97M-V/def2-TZVPD

Positions of all 19 atoms, in Å:
1 C 1.3376 0.4877 -2.0053
2 C 0.7164 1.6204 -2.9385
3 H 2.3900 0.5568 -2.0647
4 H 1.0950 0.7391 -0.9709
5 H 0.9255 -0.4740 -2.2360
6 H 1.3543 2.4681 -2.8091
7 H 0.8069 1.4851 -4.0618
8 H -0.3251 1.9363 -2.6773
9 C -1.0137 -0.4767 1.2664
10 C -1.4607 -0.5246 2.7936
11 C 0.2577 -1.2292 0.9887
12 H -1.8126 -0.7184 0.5746
13 H -0.7913 0.5806 1.1118
14 H -1.6229 -1.5496 3.1468
15 H 0.2694 -2.2962 1.2181
16 H -2.3917 0.1382 3.0161
17 H -0.6908 -0.1565 3.4654
18 H 0.7038 -1.1594 -0.0292
19 H 1.0656 -0.8163 1.6863

The LUMO energy is 0.04123 Ha. As for the SMILES: CCC.CC.

Formally, the natural (NBO) partial charges of the atoms, in units of the elementary charge, are as follows: C -0.605; C -0.615; H 0.205; H 0.203; H 0.203; H 0.199; H 0.204; H 0.205; C -0.404; C -0.607; C -0.616; H 0.201; H 0.194; H 0.202; H 0.204; H 0.209; H 0.203; H 0.218; H 0.197


c:
Molecular formula: C5H14
Method: DFT, wB97M-V/def2-TZVPD

Positions of all 19 atoms, in Å:
1 C 0.4625 1.4688 0.6166
2 C 0.8199 0.5795 1.8305
3 C 1.6135 1.7033 -0.3587
4 H -0.3370 0.9564 0.1015
5 H 0.0482 2.4095 0.9672
6 H -0.0844 0.5233 2.4433
7 H 2.5357 1.8554 0.2091
8 H 1.8325 1.0023 -1.1676
9 H 1.6543 0.9384 2.4104
10 H 1.0165 -0.4286 1.4637
11 H 1.3929 2.6099 -0.9375
12 C -1.6202 -1.0471 -0.7153
13 C -1.0786 -2.3917 -1.2493
14 H -2.6988 -0.8928 -0.6461
15 H -1.4846 -0.9302 0.3698
16 H -1.0830 -0.2221 -1.1686
17 H -1.1016 -3.1156 -0.4368
18 H -1.7732 -2.7473 -2.0064
19 H -0.1147 -2.2713 -1.7257

The LUMO energy is 0.04085 Ha. As for the SMILES: CCC.CC.

Formally, the natural (NBO) partial charges of the atoms, in units of the elementary charge, are as follows: C -0.399; C -0.604; C -0.619; H 0.203; H 0.194; H 0.204; H 0.201; H 0.207; H 0.202; H 0.200; H 0.207; C -0.620; C -0.614; H 0.212; H 0.201; H 0.203; H 0.207; H 0.205; H 0.209


Structures ranked by computed energy, the most stable listed first: c, b, a.


a:
Molecular formula: C5H14
Method: DFT, wB97M-V/def2-TZVPD

Positions of all 19 atoms, in Å:
1 C 2.0351 -1.9160 -0.6233
2 C 1.7812 -1.0961 -1.8749
3 H 2.9640 -1.5980 -0.1497
4 H 1.2468 -1.8064 0.1221
5 H 2.1428 -2.9921 -0.8061
6 H 2.0009 -0.0431 -1.7572
7 H 2.2970 -1.5024 -2.7476
8 H 0.7396 -1.1496 -2.1946
9 C -1.6429 0.7339 1.2253
10 C -1.0557 2.1017 1.6085
11 C -1.2757 0.2814 -0.1852
12 H -1.3177 -0.0213 1.9415
13 H -2.7224 0.7870 1.3573
14 H -0.2006 2.3449 0.9644
15 H -1.8515 0.7457 -0.9842
16 H -0.2104 0.4269 -0.3442
17 H -0.6640 2.1231 2.6226
18 H -1.7828 2.9143 1.5367
19 H -1.4052 -0.7950 -0.2506

The LUMO energy is 0.04181 Ha. As for the SMILES: CCC.CC.

Formally, the natural (NBO) partial charges of the atoms, in units of the elementary charge, are as follows: C -0.611; C -0.613; H 0.203; H 0.203; H 0.205; H 0.205; H 0.206; H 0.203; C -0.402; C -0.611; C -0.606; H 0.196; H 0.198; H 0.200; H 0.206; H 0.200; H 0.208; H 0.205; H 0.206


b:
Molecular formula: C5H14
Method: DFT, wB97M-V/def2-TZVPD

Positions of all 19 atoms, in Å:
1 C -0.4651 0.9186 1.0882
2 C -1.0499 -0.2300 1.9136
3 C -1.0987 2.2775 1.3984
4 H 0.6141 0.9902 1.1923
5 H -0.7326 0.6910 0.0535
6 H -1.7271 -0.8631 1.3376
7 H -2.1469 2.3257 1.1064
8 H -1.6207 0.1313 2.7718
9 H -0.2961 -0.9032 2.3267
10 H -1.0331 2.4955 2.4679
11 H -0.5663 3.0859 0.8958
12 C 1.3587 -0.6412 -2.2742
13 C 1.2429 -2.1041 -1.8946
14 H 0.9125 -0.3517 -3.2233
15 H 0.7290 -0.1161 -1.5463
16 H 2.3489 -0.1901 -2.2820
17 H 1.7852 -2.3242 -0.9765
18 H 1.5465 -2.8299 -2.6538
19 H 0.1985 -2.3620 -1.7015

The LUMO energy is 0.04093 Ha. As for the SMILES: CCC.CC.

Formally, the natural (NBO) partial charges of the atoms, in units of the elementary charge, are as follows: C -0.404; C -0.615; C -0.600; H 0.201; H 0.195; H 0.206; H 0.202; H 0.202; H 0.209; H 0.197; H 0.207; C -0.613; C -0.608; H 0.203; H 0.203; H 0.205; H 0.205; H 0.202; H 0.202


Structures ranked by computed energy, the most stable listed first: a, b.